{"formula": "C16H37N3O6PS", "method": "ωB97M-V/def2-TZVPD", "total_energy_ev": -54060.3117, "total_charge": 1, "e_lumo_ev": -3.038, "symbols": ["C", "C", "O", "N", "C", "N", "C", "C", "N", "P", "C", "C", "C", "S", "C", "O", "O", "C", "H", "H", "H", "H", "H", "H", "H", "H", "H", "H", "H", "H", "H", "H", "H", "H", "H", "H", "H", "H", "H", "H", "H", "C", "O", "C", "C", "O", "C", "C", "O", "C", "H", "H", "H", "H", "H", "H", "H", "H", "H", "H", "H", "H", "H", "H"], "xyz": [[-0.761553, -4.138626, 4.612155], [-1.918928, -4.243762, 3.652077], [-2.578466, -5.265556, 3.556797], [-2.311280, -3.090851, 2.784708], [-2.536439, -1.930892, 3.654357], [-1.291061, -2.737788, 1.805657], [-1.969439, -1.973171, 0.689767], [-1.671673, -2.530461, -0.689128], [-0.249541, -2.755561, -0.901567], [0.748600, -1.385468, -1.285633], [0.771623, -0.145122, 0.077883], [0.155754, -0.586966, -2.806944], [0.334348, -3.612216, 0.075477], [0.588359, -5.287557, -0.710771], [2.321854, -5.452179, -1.102785], [0.215745, -6.301707, 0.241860], [-0.162614, -5.296728, -1.927353], [-0.499476, -3.900894, 1.329797], [-0.920298, -3.389959, 5.379599], [-0.645837, -5.086474, 5.110386], [0.179675, -3.890925, 4.130920], [-3.266686, -2.195813, 4.403341], [-2.933894, -1.090706, 3.099253], [-1.625283, -1.624444, 4.168019], [-0.649027, -2.074545, 2.253687], [-3.033644, -2.056844, 0.856647], [-1.744703, -0.921710, 0.766049], [-2.226612, -3.445770, -0.872879], [-2.057216, -1.816719, -1.403337], [0.837609, -0.599367, 1.058964], [1.571062, 0.564219, -0.066823], [-0.153917, 0.438165, 0.080550], [-0.184526, -1.345346, -3.497504], [1.033437, -0.142917, -3.253693], [-0.589250, 0.187360, -2.651855], [1.329890, -3.246656, 0.299868], [2.825586, -4.534333, -0.825275], [2.431716, -5.610398, -2.162743], [2.713364, -6.277707, -0.531231], [0.191039, -4.254357, 2.072241], [-1.211905, -4.677204, 1.078813], [0.350946, 6.424999, 1.267735], [1.023458, 6.219368, 0.045091], [2.121483, 5.330289, 0.144528], [2.235070, 4.448613, -1.078952], [1.246872, 3.427052, -1.172667], [-0.083775, 3.813525, -1.492246], [-0.281885, 4.307084, -2.909067], [0.220203, 5.618020, -3.066107], [0.739590, 5.873511, -4.354693], [0.967698, 6.998471, 1.967551], [-0.555914, 6.987364, 1.054118], [0.066533, 5.471053, 1.728443], [2.030283, 4.697590, 1.034824], [3.038633, 5.926236, 0.230863], [3.184671, 3.913299, -1.004238], [2.277194, 5.041828, -1.992383], [-0.471565, 4.531715, -0.768776], [-0.671566, 2.896233, -1.384342], [-1.358638, 4.322652, -3.127971], [0.207713, 3.615469, -3.605215], [1.455184, 5.099060, -4.653280], [1.263209, 6.826214, -4.314628], [-0.061787, 5.938309, -5.097942]], "forces_ev_per_angstrom": [[-0.1, 0.3, 0.0], [-1.0, -2.6, -0.3], [1.2, 2.4, 0.0], [0.1, -0.4, 0.6], [0.1, 0.2, -0.2], [0.3, 0.8, 0.4], [-0.8, -0.1, -0.5], [0.2, -0.5, 0.1], [-1.0, 1.9, 0.3], [3.0, -1.1, -0.3], [-2.0, 0.3, -0.5], [-0.5, 0.1, 0.7], [0.2, -0.2, -0.4], [-0.3, -1.3, -0.8], [-0.1, 0.5, 0.4], [0.4, 0.2, 0.9], [-0.1, 0.6, -0.5], [-0.2, -0.3, -1.1], [-0.2, 0.2, 0.1], [0.0, -0.3, 0.0], [0.1, 0.1, -0.2], [-0.2, -0.2, 0.1], [-0.1, 0.1, -0.2], [0.2, 0.2, 0.1], [0.2, -0.1, 0.0], [-0.3, -0.2, 0.3], [0.5, 0.2, 0.2], [-0.1, -0.3, 0.1], [0.0, 0.2, -0.3], [0.4, -0.3, 0.2], [0.4, 0.0, -0.1], [0.0, 0.3, 0.1], [-0.2, -0.2, -0.1], [0.3, 0.2, 0.0], [-0.3, 0.1, -0.1], [0.2, 0.0, 0.3], [0.2, 0.2, 0.0], [-0.2, -0.1, -0.3], [0.1, -0.3, 0.2], [-0.1, -0.1, 0.6], [-0.2, -0.2, 0.3], [0.1, 0.1, -0.1], [-0.2, -0.3, 0.0], [0.0, 0.2, -0.1], [0.2, 0.0, -0.1], [0.0, -0.1, 0.0], [0.0, -0.1, 0.1], [-0.1, 0.3, 0.0], [0.3, -0.1, 0.1], [-0.1, 0.1, 0.0], [0.0, 0.0, 0.1], [0.0, 0.1, 0.0], [0.0, 0.0, 0.0], [0.0, 0.0, 0.0], [0.1, -0.1, 0.1], [0.0, 0.0, 0.0], [-0.2, 0.1, 0.0], [0.0, 0.2, -0.1], [0.0, 0.0, 0.0], [0.0, -0.2, 0.0], [0.0, 0.0, 0.0], [0.0, 0.0, 0.0], [-0.1, 0.0, 0.0], [0.0, 0.0, -0.1]], "lowdin_charge": [0.0165, -0.4111, 0.1644, -0.0560, -0.0278, -0.0352, -0.0648, -0.1661, -0.3270, 0.9112, -0.2647, -0.2575, -0.3918, 0.6614, -0.1049, -0.3104, -0.2886, -0.0767, 0.0890, 0.1012, 0.0824, 0.1161, 0.0962, 0.0941, 0.1734, 0.1385, 0.1107, 0.1362, 0.1277, 0.0192, 0.0378, 0.0241, 0.0466, 0.0371, 0.0340, 0.0963, 0.0594, 0.0741, 0.0702, 0.1253, 0.1377, -0.1114, -0.1947, -0.2008, -0.1763, -0.1453, -0.1860, -0.2080, -0.1947, -0.1033, 0.0910, 0.0905, 0.0840, 0.1226, 0.1314, 0.1277, 0.1209, 0.1196, 0.1110, 0.1300, 0.1240, 0.0872, 0.0915, 0.0907]}

***

{"formula": "C16H37NSi4Sn", "method": "ωB97M-V/def2-TZVPD", "total_energy_ev": -56021.4431, "total_charge": -2, "e_lumo_ev": [4.914, 4.914], "relative_energy_kj_mol": 46.5, "symbols": ["C", "C", "C", "C", "C", "Sn", "N", "C", "C", "H", "H", "H", "H", "H", "H", "H", "H", "H", "H", "C", "Si", "C", "C", "Si", "Si", "C", "C", "C", "Si", "C", "C", "C", "H", "H", "H", "H", "H", "H", "H", "H", "H", "H", "H", "H", "H", "H", "H", "H", "H", "H", "H", "H", "H", "H", "H", "H", "H", "H", "H"], "xyz": [[-1.695306, 1.978689, -3.702074], [-2.877403, 1.207148, -3.556481], [-2.501298, -0.199607, -3.715832], [-1.071431, -0.226060, -3.915552], [-0.605646, 1.106771, -3.914567], [-2.333651, 0.037713, -1.333400], [-0.738602, 1.218078, -0.421968], [-2.111592, 2.933788, 0.446859], [-3.250065, 2.341860, -0.018435], [-3.193216, -1.031268, -3.860235], [-3.900717, 1.583898, -3.522837], [-0.469422, -1.115698, -4.108495], [0.423200, 1.418714, -4.095536], [-1.639166, 3.065557, -3.709652], [-3.664919, 2.623368, -0.993086], [-1.570810, 3.674905, -0.157739], [-0.345774, 2.006872, -0.933769], [-3.850400, 1.681906, 0.621464], [-1.762472, 2.815560, 1.480095], [3.258541, 1.813895, 0.491588], [1.891577, 1.188249, 1.629745], [2.658570, 0.133694, 2.995288], [0.971362, 2.636041, 2.400881], [0.315632, 0.048444, 0.327719], [1.577722, -1.578866, -0.810537], [2.884078, -2.363451, 0.309859], [0.429597, -2.935761, -1.440366], [2.450981, -0.763399, -2.262025], [-1.058241, -1.231423, 1.718588], [0.002165, -2.450689, 2.686732], [-1.845570, 0.059125, 2.831707], [-2.399021, -2.276035, 0.883937], [3.952411, 2.427973, 1.084511], [2.853612, 2.447572, -0.311729], [3.833597, 1.001208, 0.030249], [3.390948, 0.761280, 3.526579], [1.912709, -0.196431, 3.729386], [3.188111, -0.749518, 2.617412], [0.394825, 3.200754, 1.658515], [0.288219, 2.320854, 3.198731], [1.715503, 3.317124, 2.840517], [2.461980, -2.849630, 1.199047], [3.400545, -3.135900, -0.277484], [3.641158, -1.641353, 0.643539], [-0.397515, -2.548030, -2.054949], [1.030093, -3.605840, -2.072755], [0.003778, -3.536626, -0.627430], [1.743514, -0.337620, -2.984492], [3.137505, 0.031825, -1.944417], [3.041763, -1.533323, -2.781900], [0.791756, -1.973006, 3.277059], [-0.681316, -2.965915, 3.376743], [0.462999, -3.212223, 2.041507], [-2.427673, 0.811982, 2.282581], [-2.527134, -0.489063, 3.499133], [-1.104300, 0.579902, 3.452343], [-3.181236, -1.708118, 0.344467], [-1.987452, -3.026489, 0.198415], [-2.917101, -2.793411, 1.702547]], "forces_ev_per_angstrom": [[-0.3, -0.1, -0.1], [0.5, -0.7, -1.0], [0.9, 1.2, -0.9], [-0.6, 0.7, -1.1], [0.0, -0.5, -0.4], [-0.3, -0.7, 1.6], [1.6, -0.8, -0.2], [-0.9, 0.9, 0.4], [-0.6, 0.9, 0.4], [0.2, 0.3, 0.4], [0.5, -0.2, 0.2], [-0.2, 0.3, 0.3], [-0.2, -0.1, 0.3], [0.0, -0.2, 0.2], [0.0, -0.2, 0.6], [-0.2, -0.4, 0.2], [0.1, -0.1, 0.0], [0.2, 0.5, -0.4], [-0.1, -0.1, -0.6], [0.4, 0.4, 0.2], [-1.2, -0.6, -0.7], [0.4, 0.3, 0.3], [0.6, 0.5, 0.3], [-0.5, -0.2, -0.7], [-1.1, 1.0, 0.4], [0.4, -0.4, -0.1], [0.3, -0.4, -0.5], [0.4, -0.4, -0.4], [0.5, 0.7, -1.4], [-0.2, -0.4, 0.6], [-0.4, -0.3, 0.6], [-0.5, -0.2, 0.6], [0.1, 0.0, -0.2], [0.0, -0.2, 0.2], [-0.2, 0.1, 0.1], [0.0, -0.2, 0.1], [0.1, 0.1, -0.2], [-0.2, 0.2, 0.0], [0.1, -0.3, 0.1], [0.1, 0.0, -0.2], [-0.2, 0.1, 0.1], [0.0, 0.2, -0.2], [0.1, 0.0, 0.1], [-0.2, -0.1, -0.1], [0.3, 0.1, 0.4], [-0.1, -0.2, 0.0], [0.1, 0.1, -0.1], [0.0, -0.1, 0.3], [-0.1, -0.1, 0.0], [0.1, 0.2, -0.1], [-0.1, -0.1, -0.1], [0.2, -0.2, 0.1], [-0.2, 0.2, 0.1], [0.2, -0.3, 0.0], [-0.1, 0.3, 0.1], [-0.1, -0.1, -0.1], [0.5, -0.2, 0.4], [0.0, 0.2, 0.2], [-0.1, -0.3, 0.1]], "lowdin_charge": [-0.2174, -0.3099, -0.3871, -0.2679, -0.2292, 0.8794, -0.4281, -0.2370, -0.3285, 0.0624, 0.0670, 0.0720, 0.0686, 0.0671, 0.0073, 0.0261, -0.0239, -0.0024, 0.0066, -0.2434, 0.3776, -0.2313, -0.2342, 0.1791, 0.3580, -0.2401, -0.2479, -0.2233, 0.3333, -0.2370, -0.2220, -0.3238, 0.0086, 0.0284, 0.0039, 0.0145, 0.0090, 0.0036, 0.0098, 0.0122, 0.0096, 0.0045, 0.0110, 0.0047, -0.0039, 0.0092, 0.0055, 0.0060, 0.0043, 0.0145, -0.0021, 0.0108, 0.0097, 0.0111, 0.0137, 0.0075, -0.0863, 0.0021, 0.0076]}

***

{"formula": "C16H38BNO3", "method": "ωB97M-V/def2-TZVPD", "smiles": "BCCCCCCCCCOC.COCCNCCOC", "total_energy_ev": -25509.6843, "e_lumo_ev": 0.256, "symbols": ["B", "C", "C", "C", "C", "C", "C", "C", "C", "C", "O", "C", "H", "H", "H", "H", "H", "H", "H", "H", "H", "H", "H", "H", "H", "H", "H", "H", "H", "H", "H", "H", "H", "H", "H", "C", "O", "C", "C", "N", "C", "C", "O", "C", "H", "H", "H", "H", "H", "H", "H", "H", "H", "H", "H", "H", "H", "H", "H"], "xyz": [[2.693513, -5.554902, 1.015770], [2.113394, -4.382312, 2.060951], [2.160961, -2.966670, 1.216853], [1.672438, -1.652549, 2.063132], [0.136858, -1.149104, 1.737457], [-0.134265, -0.973856, 0.132426], [-1.259872, -1.973153, -0.509066], [-1.256379, -3.505468, 0.063814], [-2.769673, -4.122413, -0.241821], [-3.821320, -3.955582, 1.003169], [-4.759776, -2.796279, 0.847934], [-5.601030, -2.816135, 2.087442], [1.991386, -6.127928, 0.233160], [3.864573, -5.773846, 1.028749], [2.852644, -4.373979, 2.971139], [0.993926, -4.608368, 2.347045], [3.299574, -2.764431, 0.920267], [1.598462, -3.154177, 0.208718], [1.745093, -1.819863, 3.239662], [2.385063, -0.736284, 1.818682], [-0.698706, -1.773639, 2.309855], [0.060622, -0.054596, 2.205689], [0.916916, -1.047743, -0.421186], [-0.531603, 0.136669, -0.050511], [-1.006442, -2.052711, -1.672994], [-2.356280, -1.502512, -0.478373], [-1.081726, -3.616758, 1.214392], [-0.504286, -4.192557, -0.531828], [-3.220278, -3.627017, -1.221153], [-2.671135, -5.273967, -0.465916], [-4.534091, -4.913019, 0.997920], [-3.327400, -3.929420, 2.067055], [-5.206522, -2.048538, 2.881030], [-5.619125, -3.870750, 2.602224], [-6.709021, -2.491003, 1.802605], [1.431305, 1.670533, -2.006192], [0.447024, 2.356168, -1.242858], [0.923739, 2.818989, 0.027379], [1.101724, 4.346482, 0.028138], [2.234082, 4.753552, -0.808578], [2.266216, 6.191351, -1.118435], [1.050428, 6.804063, -1.840850], [0.892688, 6.383487, -3.198314], [0.283447, 5.110373, -3.359711], [0.923655, 1.151035, -2.823038], [2.141476, 2.375220, -2.451607], [1.968175, 0.933309, -1.405581], [1.838845, 2.303699, 0.340034], [0.143829, 2.568265, 0.755147], [1.269766, 4.691904, 1.053579], [0.164389, 4.781612, -0.328197], [2.198773, 4.244288, -1.689996], [3.146598, 6.344979, -1.754403], [2.448291, 6.740454, -0.189408], [1.221825, 7.885945, -1.891016], [0.115155, 6.682016, -1.285126], [-0.479721, 4.914892, -2.600134], [1.046719, 4.330454, -3.354999], [-0.194921, 5.081792, -4.340122]], "forces_ev_per_angstrom": [[-0.8, 1.5, 1.2], [0.1, -0.4, -0.7], [1.3, -0.2, 0.2], [-0.5, 0.4, 0.2], [0.1, 1.1, 0.5], [-0.3, 0.8, 0.1], [0.6, -0.1, -0.9], [-1.5, -0.4, -0.8], [0.1, -0.1, 0.1], [-0.8, -1.0, -0.6], [0.4, -1.9, 2.5], [-0.7, 0.7, 0.1], [0.0, 0.1, 0.1], [0.0, -0.1, -0.1], [-1.7, 0.3, -1.5], [2.2, 0.5, -0.2], [-2.4, -0.5, 0.6], [0.8, 0.7, 2.0], [0.0, 0.1, -2.6], [-1.5, -2.0, 0.4], [1.9, 1.1, -1.4], [0.1, -2.4, -0.9], [-2.3, 0.0, 1.1], [1.0, -2.4, 0.3], [-0.6, 0.1, 2.4], [2.5, -1.1, 0.4], [-0.1, 0.4, -2.2], [-1.3, 1.6, 1.3], [0.9, -1.0, 2.1], [-0.3, 2.2, 0.5], [1.6, 1.8, 0.0], [-0.6, 0.1, -2.1], [-0.5, -1.4, -1.6], [0.0, 1.9, -1.2], [2.5, -0.8, 0.5], [-0.3, 0.2, -0.2], [0.6, -0.2, 0.2], [-0.5, 0.6, 0.0], [0.3, -0.6, -0.3], [-0.3, 0.1, -0.1], [0.0, -0.4, -0.3], [0.4, 0.3, -0.2], [-0.2, 0.0, 0.5], [0.2, 0.2, -0.2], [0.0, 0.1, 0.1], [0.2, -0.1, 0.0], [0.0, 0.0, 0.0], [0.0, 0.1, -0.2], [0.1, 0.0, 0.0], [0.0, 0.0, 0.0], [-0.2, 0.0, 0.1], [0.0, 0.1, 0.3], [-0.2, 0.1, 0.1], [-0.1, 0.0, 0.0], [0.0, -0.1, -0.1], [0.0, -0.2, 0.0], [0.1, 0.0, 0.0], [-0.2, -0.2, 0.1], [0.0, 0.1, 0.0]], "lowdin_charge": [0.0212, -0.2429, -0.2359, -0.2072, -0.2159, -0.2129, -0.2044, -0.2068, -0.1762, -0.2265, -0.2616, -0.1330, 0.0093, 0.0089, 0.0992, 0.0949, 0.1234, 0.0944, 0.1208, 0.1099, 0.1115, 0.1054, 0.1084, 0.1084, 0.1216, 0.1248, 0.0899, 0.1136, 0.1267, 0.1105, 0.1272, 0.1262, 0.0958, 0.0899, 0.1058, -0.1151, -0.2099, -0.2064, -0.2053, -0.0566, -0.1931, -0.2164, -0.1827, -0.0979, 0.0938, 0.0713, 0.0741, 0.1209, 0.1138, 0.1216, 0.0961, 0.0640, 0.1191, 0.1138, 0.1194, 0.1077, 0.0888, 0.0658, 0.0888]}